(1)
{"formula": "C6H14NO", "method": "ωB97M-V/def2-TZVPD", "multiplicity": 1, "relative_energy_kj_mol": 365.2, "e_homo_ev": -12.84, "energy_ev": -9976.459, "charge": 1, "elements": ["O", "N", "C", "C", "C", "C", "C", "C", "H", "H", "H", "H", "H", "H", "H", "H", "H", "H", "H", "H", "H", "H"], "positions_angstrom": [[-1.570, 1.486, -0.525], [-1.112, 0.832, 2.670], [1.522, -0.834, -0.033], [0.482, 1.047, -1.350], [-0.940, 1.024, -1.712], [0.214, -1.347, 0.503], [1.358, -0.055, -1.393], [0.038, -2.570, 0.944], [-1.154, 1.702, -2.550], [-0.336, 1.234, 2.167], [-1.327, 0.033, -1.910], [-1.408, 1.460, 3.403], [-1.863, 0.699, 2.000], [-0.855, -2.923, 1.432], [2.379, 0.250, -1.651], [0.837, 2.031, -1.032], [-1.784, 2.421, -0.652], [-0.577, -0.612, 0.503], [1.009, -0.729, -2.164], [2.188, -1.686, -0.175], [0.851, -3.284, 0.858], [2.047, -0.180, 0.669]], "forces_ev_per_angstrom": [[0.15, 0.40, -0.08], [-0.09, -0.39, -0.23], [-0.15, -0.71, 1.04], [0.12, 0.80, -0.13], [-0.52, 0.16, 0.29], [0.16, 1.09, -0.54], [0.76, -0.34, -0.96], [0.42, -0.74, 0.11], [0.24, -0.28, -0.18], [0.10, 0.24, 0.11], [0.09, -0.27, -0.28], [-0.03, 0.07, -0.06], [-0.02, 0.16, 0.27], [-0.22, 0.12, -0.08], [-0.06, 0.33, 0.20], [0.00, -0.20, 0.25], [-0.16, -0.08, 0.33], [-0.30, -0.01, 0.37], [-0.27, -0.58, -0.01], [0.12, 0.17, -0.47], [-0.03, -0.05, 0.10], [-0.30, 0.13, -0.05]], "lowdin_charge": [-0.013, 0.027, -0.120, 0.144, -0.189, -0.191, -0.122, 0.065, 0.167, -0.011, 0.147, 0.019, -0.001, 0.078, 0.157, 0.166, 0.126, 0.068, 0.146, 0.127, 0.079, 0.131]}

(2)
{"formula": "C6H14NO", "method": "ωB97M-V/def2-TZVPD", "multiplicity": 1, "smiles": "CC(C)C[C@H]([NH3+])C=O", "relative_energy_kj_mol": 271.4, "e_homo_ev": -14.37, "energy_ev": -9977.432, "charge": 1, "elements": ["O", "N", "C", "C", "C", "C", "C", "C", "H", "H", "H", "H", "H", "H", "H", "H", "H", "H", "H", "H", "H", "H"], "positions_angstrom": [[-1.268, -2.825, -1.834], [1.229, -0.323, -1.839], [0.776, 0.205, 2.085], [0.267, -1.196, -0.967], [-0.671, -0.391, -0.078], [-0.638, -1.799, -2.031], [-0.086, 0.695, 0.848], [-1.013, 1.828, 1.506], [1.762, 0.315, -1.198], [0.667, 0.303, -2.449], [1.760, 0.677, 2.143], [1.959, -0.827, -2.440], [-1.370, -1.006, 0.520], [0.297, 0.327, 3.011], [1.110, -0.853, 1.917], [-0.837, -1.455, -3.165], [0.787, -1.902, -0.310], [-0.512, 2.560, 2.051], [-1.583, 2.509, 0.773], [-1.923, 1.344, 1.922], [0.563, 1.505, 0.367], [-1.276, 0.308, -0.834]], "forces_ev_per_angstrom": [[1.13, 1.67, 0.54], [1.15, 0.63, 1.01], [1.30, -1.59, -2.64], [-0.34, 0.32, -0.78], [-1.44, 4.21, -1.03], [-2.13, -3.58, -2.04], [2.08, 3.19, 2.08], [-3.86, -1.78, -3.52], [-0.44, -0.53, -0.58], [0.31, -0.50, 0.29], [-0.31, 0.55, -0.04], [-1.48, 0.46, 1.08], [0.43, -0.13, -0.78], [-0.78, -0.12, 1.10], [-0.67, 0.46, 0.48], [1.13, 0.67, 2.27], [0.41, -0.13, -0.90], [1.13, 0.42, 1.61], [1.13, -1.11, 0.13], [0.91, 0.35, 0.89], [-0.18, -1.75, -0.61], [0.51, -1.72, 1.44]], "lowdin_charge": [0.090, 0.210, -0.062, -0.227, -0.132, -0.228, -0.391, -0.079, 0.172, 0.170, 0.078, 0.211, 0.158, 0.057, 0.080, 0.185, 0.168, 0.055, 0.099, 0.091, 0.125, 0.170]}

(3)
{"formula": "C6H14NO", "method": "ωB97M-V/def2-TZVPD", "multiplicity": 1, "relative_energy_kj_mol": 438.0, "e_homo_ev": -15.04, "energy_ev": -9975.705, "charge": 1, "elements": ["O", "N", "C", "C", "C", "C", "C", "C", "H", "H", "H", "H", "H", "H", "H", "H", "H", "H", "H", "H", "H", "H"], "positions_angstrom": [[1.488, 0.637, 1.036], [0.948, 0.000, 0.195], [1.447, -0.190, -1.071], [-1.608, -0.768, -0.524], [-0.954, -0.211, 0.645], [-1.307, 1.228, 0.951], [2.932, 0.252, -1.332], [-0.644, -1.005, 1.869], [3.124, 1.304, -0.928], [3.095, 0.086, -2.411], [0.156, -0.418, 2.479], [-1.491, -1.218, 2.507], [-2.670, -0.654, -0.449], [-2.294, 1.148, 1.455], [-0.394, 1.460, 1.564], [-0.158, -1.952, 1.634], [-1.296, -1.806, -0.613], [-1.431, 1.907, 0.036], [0.744, 0.355, -1.691], [1.201, -1.193, -1.518], [3.809, -0.229, -0.850], [-1.339, 0.016, -1.388]], "forces_ev_per_angstrom": [[0.84, -0.74, -0.84], [-3.00, 1.13, 2.25], [2.99, -1.18, -2.44], [1.56, 1.26, -2.12], [0.59, 1.06, 0.82], [1.07, -0.16, -0.71], [0.20, 0.99, 0.52], [2.01, 0.45, 0.98], [-0.70, -1.04, -1.30], [-0.02, 0.75, 0.43], [-1.73, -0.99, -0.74], [-0.36, 0.21, 0.02], [-0.71, -0.19, 0.30], [0.83, 0.44, 0.24], [-1.72, 1.06, 0.03], [-0.24, -0.15, -0.15], [-0.29, -0.01, -0.90], [0.32, -1.05, 1.28], [-0.14, 0.83, -0.23], [0.31, 0.38, 1.12], [-1.22, -0.75, 0.13], [-0.57, -2.32, 1.29]], "lowdin_charge": [0.158, -0.067, -0.181, -0.033, -0.408, -0.021, -0.039, -0.036, 0.105, 0.089, 0.125, 0.109, 0.106, 0.127, 0.093, 0.097, 0.103, 0.125, 0.140, 0.172, 0.091, 0.146]}

(4)
{"formula": "C6H14NO2", "method": "ωB97M-V/def2-TZVPD", "multiplicity": 1, "relative_energy_kj_mol": 137.3, "e_homo_ev": -3.31, "energy_ev": -12033.999, "charge": -1, "elements": ["O", "O", "N", "C", "C", "C", "C", "C", "C", "H", "H", "H", "H", "H", "H", "H", "H", "H", "H", "H", "H", "H", "H"], "positions_angstrom": [[-1.232, -1.257, -2.117], [-3.010, 0.501, -2.062], [1.314, 0.134, 0.169], [2.326, -0.524, 0.945], [-0.569, 0.792, 1.535], [0.741, 1.272, 0.850], [-1.015, -0.356, 0.650], [0.199, -0.764, -0.242], [-0.068, -0.635, -1.745], [0.388, -1.802, 0.040], [-2.319, -0.296, -2.209], [-1.362, -1.222, 1.214], [-1.286, 1.606, 1.594], [-0.031, 0.444, -2.003], [-0.275, 0.495, 2.546], [1.370, 1.797, 1.574], [0.799, -1.098, -2.262], [3.262, 0.026, 1.010], [-2.513, 1.321, -2.113], [2.030, -0.813, 1.978], [2.607, -1.509, 0.568], [-1.841, -0.133, -0.019], [0.485, 2.022, 0.100]], "forces_ev_per_angstrom": [[0.11, 0.07, -0.13], [-0.37, -0.01, -0.22], [0.75, -0.70, 0.09], [0.28, -1.05, 0.82], [0.98, 0.24, -0.16], [-1.16, 0.68, -0.14], [-0.28, -0.55, -0.55], [-0.31, 0.73, 0.90], [-0.67, -0.90, -0.21], [0.57, -0.07, -0.40], [0.31, 0.35, 0.44], [0.07, 0.02, 0.19], [-0.15, 0.04, 0.14], [0.00, 0.18, 0.09], [-0.40, -0.22, 0.04], [0.48, -0.41, -0.14], [0.21, 0.23, 0.06], [0.02, 0.41, 0.02], [0.11, -0.17, -0.06], [-0.15, 0.50, 0.07], [-0.14, 0.13, -0.69], [-0.14, 0.38, -0.01], [-0.10, 0.13, -0.15]], "lowdin_charge": [-0.318, -0.204, -0.180, -0.139, -0.171, -0.213, -0.138, -0.290, -0.402, 0.126, -0.025, 0.099, 0.094, 0.098, 0.089, 0.104, 0.090, 0.067, -0.024, 0.080, 0.073, 0.085, 0.100]}

(5)
{"formula": "C6H14NO2", "method": "ωB97M-V/def2-TZVPD", "multiplicity": 1, "relative_energy_kj_mol": 49.0, "e_homo_ev": -13.72, "energy_ev": -12026.541, "charge": 1, "elements": ["O", "O", "N", "C", "C", "C", "C", "C", "C", "H", "H", "H", "H", "H", "H", "H", "H", "H", "H", "H", "H", "H", "H"], "positions_angstrom": [[-0.854, -0.330, 3.062], [-2.631, 2.057, -1.326], [-0.421, 0.897, -0.281], [1.308, -0.496, 0.837], [1.725, -0.804, -1.660], [0.845, -1.083, -2.611], [-0.165, -0.129, 0.815], [-0.547, 0.442, 2.200], [1.691, -1.476, -0.304], [2.759, -1.916, -0.116], [0.069, -1.893, -2.551], [-0.214, 0.508, -1.222], [0.903, -0.585, -3.629], [-1.443, 1.245, -0.245], [1.956, 0.412, 0.769], [0.137, 1.742, -0.178], [-0.523, 1.504, 2.355], [-3.557, 1.728, -1.482], [2.502, -0.101, -1.772], [-2.671, 2.966, -1.568], [-0.780, -1.062, 0.582], [1.569, -1.006, 1.795], [0.984, -2.360, -0.316]], "forces_ev_per_angstrom": [[0.17, 0.45, -0.08], [-1.51, -1.59, 0.08], [-1.80, 0.04, 0.54], [1.29, -0.75, 0.06], [-1.28, -1.40, 0.99], [-0.55, 0.03, -2.11], [-0.17, -0.34, -0.11], [-0.57, -1.98, -0.48], [1.23, -1.18, 0.02], [-1.91, 0.82, -0.11], [0.85, 0.88, 0.26], [-0.10, 0.02, 0.40], [-0.04, -0.62, 1.41], [1.41, -0.50, -0.65], [-0.48, -0.48, 0.16], [0.34, -0.03, 0.15], [0.13, 1.11, 0.11], [1.30, 0.38, 0.24], [0.79, 0.95, -0.45], [0.01, 1.27, -0.29], [0.59, 1.42, 0.37], [-0.45, 0.54, -0.57], [0.73, 0.97, 0.06]], "lowdin_charge": [0.120, -0.041, 0.192, -0.166, -0.212, -0.011, -0.243, -0.197, -0.195, 0.156, 0.091, 0.126, 0.091, 0.141, 0.138, 0.164, 0.128, 0.109, 0.097, 0.051, 0.189, 0.142, 0.131]}

(6)
{"formula": "C6H14NO2S", "method": "ωB97M-V/def2-TZVPD", "multiplicity": 1, "relative_energy_kj_mol": 154.7, "e_homo_ev": -12.80, "energy_ev": -22860.756, "charge": 1, "elements": ["S", "O", "O", "N", "C", "C", "C", "C", "C", "C", "H", "H", "H", "H", "H", "H", "H", "H", "H", "H", "H", "H", "H", "H"], "positions_angstrom": [[0.492, 0.799, -1.627], [-1.248, -1.670, -0.413], [0.579, 1.741, 1.462], [-0.787, -0.126, 1.209], [0.909, -1.774, 0.783], [-0.340, 0.588, -3.244], [-0.429, -1.172, 0.471], [1.637, -0.556, 1.515], [-1.922, 0.799, 0.803], [0.550, 0.422, 1.986], [1.118, 1.918, 0.704], [1.659, 2.066, -1.857], [1.389, -2.096, -0.153], [-0.740, 1.560, -3.527], [-0.883, -2.530, -0.653], [0.127, 0.459, 3.001], [-2.803, 0.216, 0.399], [2.351, -0.796, 2.225], [-2.351, 1.291, 1.672], [0.374, 0.168, -4.054], [-1.495, 1.530, 0.131], [2.224, -0.067, 0.795], [-1.074, -0.263, -3.110], [0.665, -2.506, 1.481]], "forces_ev_per_angstrom": [[2.58, 2.48, -0.86], [0.10, -0.26, 0.09], [0.03, -0.63, 2.59], [1.36, -1.39, -1.52], [0.06, 3.07, -0.32], [1.31, -1.39, -1.06], [-0.83, 2.17, 1.72], [-2.22, -0.46, -1.10], [-0.50, -1.37, 0.71], [-3.01, 1.21, -2.65], [0.67, -0.50, -0.66], [-2.79, -2.99, 0.18], [0.02, -0.14, 0.62], [-0.38, -0.46, -0.19], [-0.25, -0.28, -0.57], [1.14, 0.07, -0.13], [1.42, 0.41, 0.02], [0.90, -0.94, 1.86], [0.48, 0.05, 0.25], [-0.98, 1.01, 1.38], [-0.23, -0.01, -0.25], [0.53, 0.90, -1.28], [0.45, 1.39, 0.11], [0.16, -1.95, 1.06]], "lowdin_charge": [0.617, 0.163, -0.017, 0.020, -0.019, -0.460, -0.404, -0.046, 0.012, -0.173, 0.044, 0.082, 0.143, 0.024, 0.152, 0.169, 0.121, 0.103, 0.096, 0.066, 0.050, 0.092, 0.047, 0.117]}

Question: multiplicity of number 5 (C6H14NO2)?
Answer: 1